(1)
ORCA calculation (ωB97M-V with the def2-TZVPD basis set) on a molecular structure, C9H15N.

XYZ file:
```
25
Properties=species:S:1:pos:R:3:forces:R:3
C 2.3962 1.1281 0.2561 0.10 0.07 0.23
C -0.8630 -0.6956 -1.9353 0.03 0.20 0.17
C -0.7402 1.9329 -0.0029 0.06 -0.18 -0.05
C -0.7180 0.3055 1.9076 0.04 0.08 -0.10
C 1.0304 -1.0327 -0.2324 -1.55 0.13 -0.62
C 1.1913 0.2623 0.2513 0.54 -0.13 -0.76
C -0.5807 -0.9970 -0.4657 1.77 1.15 0.51
C -0.2056 0.6059 0.5031 -1.06 -0.49 -0.16
C -1.4149 -1.9305 0.1227 -0.67 -0.64 0.46
N 1.8059 -1.9073 -0.7708 1.22 -0.24 1.01
H 1.4524 -2.8532 -0.6101 -0.45 0.15 -0.77
H 2.6372 1.5030 1.2581 -0.02 -0.02 -0.07
H 3.2639 0.5898 -0.1275 -0.09 -0.02 0.02
H 2.2343 2.0096 -0.3754 -0.03 -0.06 0.03
H -1.8251 -0.1901 -2.0437 -0.03 -0.08 -0.01
H -0.1004 -0.0545 -2.3770 0.05 0.03 0.08
H -0.8827 -1.6180 -2.5192 -0.02 0.01 0.06
H -0.4101 2.1475 -1.0191 -0.02 -0.01 -0.02
H -1.8322 1.9496 0.0243 0.05 -0.06 -0.02
H -1.8081 0.2131 1.9125 0.09 0.05 0.01
H -0.4304 1.1280 2.5710 -0.03 -0.03 0.02
H -0.2859 -0.6087 2.3113 0.01 -0.01 -0.03
H -0.3958 2.7465 0.6435 0.04 -0.01 -0.01
H -1.2684 -2.2753 1.1372 0.02 -0.01 -0.02
H -2.2502 -2.3587 -0.4197 -0.05 0.10 0.04
```
Positions in Å, forces in eV/Å.

Net charge = 0
Lowest unoccupied orbital energy (alpha / beta) = -0.246 / -0.606 eV
Gap between HOMO and LUMO (alpha / beta) = 0.280 / 0.251 Eh

=====

(2)
ORCA calculation (ωB97M-V with the def2-TZVPD basis set) on 2 unconnected molecules or ions with the total composition C9H15N2.

XYZ file:
```
26
Properties=species:S:1:pos:R:3:forces:R:3
C -3.0398 0.6842 0.6786 2.06 -0.26 -2.02
C -2.2203 -0.4326 0.8904 -1.17 0.64 1.08
C -2.5197 1.2691 -0.4893 -1.64 -0.36 -0.51
C -1.2543 -0.5665 -0.0960 0.30 0.43 -0.71
C 1.0067 2.3206 0.3836 0.03 0.74 1.64
C 1.7277 1.0436 0.2042 1.36 1.50 -1.02
C 0.7128 -1.6625 -1.3877 -0.46 -0.98 0.38
C 1.7319 0.0059 0.9834 -0.79 -0.68 1.73
C -0.3032 -1.6318 -0.2165 -0.13 0.56 0.26
N -1.4891 0.5367 -0.9756 0.25 0.81 -0.24
N -0.3351 -2.6209 0.7013 -0.83 0.21 -0.28
H -3.9249 1.0159 1.1415 -0.59 0.14 0.80
H -2.3743 -1.0053 1.7847 0.22 -0.63 -0.01
H -3.0790 2.0219 -1.1106 1.31 -0.55 0.74
H 0.6363 2.6849 -0.5823 -0.21 0.05 0.42
H 1.6437 3.1541 0.8534 -0.70 -1.26 -0.83
H 2.4185 1.0940 -0.6034 0.50 -0.42 -0.98
H 0.1267 -2.0498 -2.2594 0.62 -0.01 0.57
H 1.5941 -2.3510 -1.1390 -1.33 1.03 -0.50
H 1.0709 -0.6520 -1.6839 -0.29 -0.78 0.59
H 2.2725 -0.9125 0.7855 0.17 0.24 0.20
H 1.1289 0.1081 1.8985 0.21 -0.60 -0.27
H -0.9762 0.9741 -1.7735 -0.22 -1.42 1.06
H -1.0717 -2.7003 1.4833 1.67 0.37 -1.98
H 0.2283 2.0740 1.1304 -0.20 0.75 -0.54
H 0.1785 -3.4744 0.4714 -0.14 0.48 0.41
```
Positions in Å, forces in eV/Å.

Net charge = +1
Lowest unoccupied orbital energy = -4.572 eV
Gap between HOMO and LUMO = 0.297 Eh

=====

(3)
ORCA calculation (ωB97M-V with the def2-TZVPD basis set) on a molecular structure, C9H15N2.

XYZ file:
```
26
Properties=species:S:1:pos:R:3:forces:R:3
C -3.5614 -0.2697 -0.9215 2.39 0.28 1.11
C -2.5172 -0.9285 -1.5627 0.16 2.73 0.59
C -3.2911 0.7525 -0.0267 -1.30 1.83 0.07
C -1.2382 -0.4074 -1.5142 0.94 0.04 1.50
C 2.9200 -0.7973 1.0551 1.94 -1.59 2.44
C 0.7661 -1.5426 1.9894 1.94 -0.90 2.11
C -2.0095 1.2970 -0.0123 -0.63 0.89 2.53
C -0.9810 0.6509 -0.6254 -0.80 0.17 -0.36
C 1.2709 1.3906 -1.3537 2.82 0.22 2.85
N 1.6977 -0.6862 1.2967 -0.24 1.29 -0.66
N 0.3049 1.1344 -0.2230 2.87 0.22 1.27
H -4.4668 -0.7010 -1.1155 -2.60 -0.59 0.13
H -2.8610 -1.7068 -2.1342 0.13 -1.98 -1.60
H -4.0748 1.2891 0.5989 0.90 -1.00 -1.08
H -0.3799 -0.8635 -1.9493 0.29 -0.56 -0.62
H 3.4111 -0.0490 0.5049 0.37 0.97 -1.04
H 3.6931 -1.5080 1.5733 -1.92 0.67 -0.96
H 1.2052 -2.3481 2.7609 -0.68 2.06 -1.57
H 0.4375 -2.0999 1.1410 -1.63 -0.51 -0.10
H -1.7563 2.1672 0.6952 -0.62 -1.34 -1.14
H 2.0101 2.2443 -0.9829 -1.09 -2.28 -0.77
H 1.7576 0.4693 -1.7655 -0.32 0.88 0.76
H 0.7346 1.8437 -2.0797 -1.72 1.29 -2.60
H 0.8843 0.3908 0.6796 0.11 -0.21 -1.67
H 0.2873 2.0382 0.3249 -0.79 -1.22 -1.00
H 0.1332 -0.7768 2.4772 -0.53 -1.36 -0.19
```
Positions in Å, forces in eV/Å.

Net charge = +1
Lowest unoccupied orbital energy = -2.923 eV
Gap between HOMO and LUMO = 0.360 Eh

=====

(4)
ORCA calculation (ωB97M-V with the def2-TZVPD basis set) on a gas-phase ion, C9H15N2 (charge +1).

XYZ file:
```
26
Properties=species:S:1:pos:R:3:forces:R:3
C -2.4552 -0.0489 0.6497 -1.07 0.93 -3.12
C -1.0181 -0.1959 0.7586 1.61 -1.37 0.67
C -0.4940 -0.3849 1.9967 1.12 1.06 -1.73
C 0.9392 -0.6145 2.2439 -0.89 0.26 1.37
C 1.7998 -0.4758 1.2511 -1.73 -0.30 -0.53
C 1.3585 -0.3059 -0.2096 -0.65 -0.38 1.73
C 1.7416 1.1089 -0.6286 -3.85 -0.69 1.08
N 0.4268 1.6630 -1.2229 -1.00 3.37 -2.70
C -0.4185 0.5237 -1.6718 1.53 -1.35 2.00
C -0.1867 -0.5654 -0.5384 0.51 3.38 1.83
N -0.5312 -1.8082 -1.0378 -0.18 -5.02 0.86
H -2.8835 -0.9975 0.4852 -0.66 -1.46 0.14
H -2.7919 0.4431 -0.2931 0.42 0.10 0.45
H -2.9956 0.4358 1.4020 -0.34 0.65 1.57
H -1.0136 -0.0092 2.8481 -0.84 -0.38 0.51
H 1.1817 -0.7103 3.3414 0.27 0.06 -1.52
H 2.8086 -0.3769 1.4688 1.97 -0.21 0.08
H 1.9004 -1.0727 -0.7141 0.56 -0.31 -0.96
H 1.9067 1.6644 0.2668 0.98 0.81 0.01
H 2.3551 1.0774 -1.4413 2.40 0.57 -1.61
H -0.1972 2.2740 -0.6054 1.44 -1.19 -0.37
H 0.6099 2.3736 -2.0943 -0.27 -2.19 2.57
H -0.1081 0.0660 -2.5616 1.40 -0.35 -1.37
H -1.3744 0.8153 -1.9414 -2.16 0.79 0.38
H 0.2340 -2.3688 -1.5000 -0.86 1.35 0.26
H -0.7943 -2.5105 -0.2522 0.28 1.85 -1.59
```
Positions in Å, forces in eV/Å.

SMILES string = CC1=CC=C[C@@H]2C[NH2+]C[C@]12N
Net charge = +1
Lowest unoccupied orbital energy = -3.463 eV
Gap between HOMO and LUMO = 0.315 Eh

=====

(5)
ORCA calculation (ωB97M-V with the def2-TZVPD basis set) on a gas-phase ion, C9H15N2O (charge +1).

XYZ file:
```
27
Properties=species:S:1:pos:R:3:forces:R:3
C 1.8431 -2.4053 1.6144 2.82 -0.76 -0.47
C 1.1913 -2.0842 0.2725 0.70 1.61 1.26
N 0.3306 -0.8406 0.2993 0.35 -0.83 0.98
C 1.0409 0.3788 0.6160 -0.23 1.64 0.54
C 0.0536 1.4204 1.1058 1.20 0.76 1.07
N -0.8877 1.6312 0.0673 -1.09 0.06 -0.04
C -1.5956 2.7675 -0.2093 -0.13 -0.21 -1.53
C -2.3610 2.5738 -1.3544 2.21 -3.14 1.94
C -2.1045 1.1913 -1.7169 -1.78 1.45 -2.00
C -1.2451 0.6835 -0.8428 1.90 -2.84 0.49
C -0.5352 -0.6919 -0.9174 -2.84 -1.11 -0.63
O 0.2478 -0.9018 -2.0528 0.24 0.30 -1.87
H 2.8954 -2.0172 1.7942 -1.18 -0.03 -0.73
H 1.3156 -2.0129 2.4629 -0.75 -0.44 0.49
H 2.0414 -3.5313 1.6097 -0.79 1.49 0.47
H 0.5419 -2.8607 0.1034 -1.69 -1.74 -0.90
H 1.8210 -1.9351 -0.5629 0.95 -0.18 -0.69
H -0.2307 -0.9284 1.1746 -0.40 -0.34 -1.15
H 1.7061 0.7668 -0.1126 -0.14 0.10 -1.74
H 1.7393 0.2530 1.3704 1.05 -1.06 1.97
H -0.3124 1.2662 2.1822 -0.12 -0.36 -1.61
H 0.6674 2.3158 1.2190 -0.13 0.24 -0.03
H -1.2153 3.6324 0.2403 -0.29 1.31 0.84
H -3.0425 3.1469 -1.8558 -1.25 1.79 -0.91
H -2.4656 0.7161 -2.6437 0.06 0.18 0.82
H -1.2313 -1.6302 -0.8797 0.62 1.91 0.35
H -0.2085 -0.9039 -2.9836 0.72 0.22 3.07
```
Positions in Å, forces in eV/Å.

SMILES string = CC[N@H+]1CCn2cccc2[C@H]1O
Net charge = +1
Lowest unoccupied orbital energy = -2.869 eV
Gap between HOMO and LUMO = 0.340 Eh

=====

(6)
ORCA calculation (ωB97M-V with the def2-TZVPD basis set) on 2 unconnected molecules or ions with the total composition C9H15N2O.

XYZ file:
```
27
Properties=species:S:1:pos:R:3:forces:R:3
C 0.5653 -2.3453 -2.9341 -1.23 -0.11 1.71
C -0.6628 -2.7710 -2.4445 -0.47 0.63 1.07
C 1.4806 -1.6888 -2.1044 -1.53 -0.59 -1.11
C -0.9744 -2.5010 -1.1138 3.20 0.86 0.31
C 1.1475 -1.4375 -0.7626 1.24 -1.29 -2.02
C -0.0603 -1.9241 -0.1990 2.06 0.63 -1.88
C -0.0800 -1.6002 1.2513 -0.82 2.14 -1.00
C -1.0267 -0.2911 1.4558 5.30 1.23 0.35
C -0.4525 1.1668 1.1043 0.39 -2.27 -1.67
N 0.1507 1.1924 -0.1515 -0.85 0.83 1.94
N 0.0911 4.8028 1.8212 -0.25 -3.41 0.12
O -0.5604 2.1449 1.8456 0.32 0.05 -0.16
H 0.7415 -2.5661 -3.9248 0.90 -0.24 -2.04
H -1.4904 -3.2828 -2.9626 0.99 0.28 -0.36
H 2.3668 -1.4500 -2.6819 0.46 0.47 0.98
H -1.8490 -2.8787 -0.8014 -3.18 -1.11 1.48
H 2.0129 -1.0085 -0.2577 -0.71 0.04 0.80
H 0.9810 -1.5695 1.5883 -1.01 0.57 0.08
H -0.5768 -2.3000 1.8365 -0.87 -1.53 1.00
H -1.2083 -0.3371 2.4682 -1.05 0.56 2.19
H -1.8441 -0.3645 0.8772 -3.12 -0.71 -1.84
H 0.0244 0.4326 -0.8066 0.26 -0.06 0.31
H 0.8483 1.8920 -0.3562 -0.33 0.09 -0.18
H 0.2195 5.3215 2.6694 -1.32 0.82 0.46
H -0.5029 5.0450 1.0439 0.51 1.79 -0.45
H 1.0435 4.5077 1.6550 0.33 0.14 -1.29
H -0.3843 3.8104 1.8844 0.77 0.18 1.19
```
Positions in Å, forces in eV/Å.

Net charge = +1
Lowest unoccupied orbital energy = -3.504 eV
Gap between HOMO and LUMO = 0.299 Eh

=====

Strongest force on any atom readings, ordered: 2.2; 2.9; 4.0; 5.1; 4.3; 5.5 eV/Å
Relative energy (zero: lowest compared OMol25 entry of this formula, charge and spin) readings, ordered: 437.6; 117.5; 232.3; 209.0; 214.4; 129.8 kJ/mol